# C5H10N5

A 3-piece molecular cluster, C5H10N5 overall (wB97M-V/def2-TZVPD, the Open Molecules 2025 dataset).

- Largest force on an atom: 5.8 eV Å⁻¹
- Net charge: +1
- HOMO energy (alpha / beta): -12.387 / -12.846 eV
- Frontier orbital gap (alpha / beta): 6.4 / 6.9 eV

The geometry in XYZ format:
```
20
C5H10N5 | the Open Molecules 2025 dataset | wB97M-V/def2-TZVPD
C -0.981 0.933 -0.929
C -1.422 -1.199 0.226
C 2.747 1.073 0.900
C 1.875 0.080 1.158
C -1.519 -0.388 -0.992
N 0.115 0.954 -0.154
N -2.288 -2.099 0.560
N -0.270 -0.922 1.009
N -1.505 2.023 -1.505
N 0.570 0.034 0.631
H 3.642 0.997 1.336
H 2.562 2.052 0.388
H 2.235 -0.796 1.746
H -2.272 -0.716 -1.827
H 1.046 -1.653 -1.468
H -2.120 -2.575 1.354
H -0.200 -1.411 1.941
H -2.514 1.954 -1.938
H -0.888 2.789 -1.662
H 1.188 -1.130 -0.774
```